ORCA calculation (ωB97M-V/def2-TZVPD) on an isolated ion of composition C12H12N5O and charge +1.

Computed properties:
LUMO energy = -4.896 eV
Net charge = +1
SMILES = C#Cn1nnc(CCC(=O)Nc2ccccc2)[nH+]1

Last columns: bonded neighbours and bond lengths (Å).
Positions of all 30 atoms, in Å:
1 C -4.7302 -0.3784 1.4469  C2 1.200, H19 1.093
2 C -4.2692 -0.3007 0.3421  C1 1.200, N3 1.402
3 N -3.3510 -0.1784 -0.7097  C2 1.402, N4 1.287, N18 1.332
4 N -3.1752 0.7904 -1.5380  N3 1.287, N5 1.328
5 N -2.1648 0.4377 -2.3236  N4 1.328, C6 1.360
6 C -1.7397 -0.7934 -1.9317  N5 1.360, C7 1.525, N18 1.367
7 C -0.6048 -1.6791 -2.4349  C6 1.525, C8 1.559, H20 1.114, H21 1.116
8 C 0.7768 -1.3569 -1.7896  C7 1.559, C9 1.538, H22 1.114, H23 1.112
9 C 0.7762 -1.4895 -0.2577  C8 1.538, O10 1.212, N11 1.443
10 O -0.1628 -1.8988 0.3911  C9 1.212
11 N 1.9979 -1.1497 0.4300  C9 1.443, C12 1.442, H24 1.021
12 C 2.0277 0.2184 0.8832  N11 1.442, C13 1.435, C17 1.427
13 C 2.1172 0.5000 2.2874  C12 1.435, C14 1.423, H25 1.106
14 C 2.1893 1.8316 2.7851  C13 1.423, C15 1.425, H26 1.106
15 C 2.1786 2.9475 1.8993  C14 1.425, C16 1.418, H27 1.103
16 C 2.0555 2.6939 0.5099  C15 1.418, C17 1.430, H28 1.103
17 C 1.9830 1.3530 0.0186  C12 1.427, C16 1.430, H29 1.101
18 N -2.5217 -1.2054 -0.8893  N3 1.332, C6 1.367, H30 1.021
19 H -5.1090 -0.3694 2.4721  C1 1.093
20 H -0.8967 -2.7505 -2.3412  C7 1.114
21 H -0.4978 -1.5027 -3.5313  C7 1.116
22 H 1.5027 -2.1067 -2.1805  C8 1.114
23 H 1.0632 -0.3330 -2.1160  C8 1.112
24 H 2.0048 -1.7431 1.2613  N11 1.021
25 H 2.1322 -0.3064 3.0446  C13 1.106
26 H 2.2562 2.0403 3.8688  C14 1.106
27 H 2.2614 3.9976 2.2276  C15 1.103
28 H 2.0144 3.4859 -0.2571  C16 1.103
29 H 1.8910 1.1977 -1.0677  C17 1.101
30 H -2.4372 -2.0719 -0.3566  N18 1.021